#1
The following is a DFT calculation (wB97M-V/def2-TZVPD) of one molecule with the formula C4H10S.

E_LUMO = 1.09 eV
highest occupied orbital energy = -8.92 eV
charge = 0
SMILES string = CCCCS

Atoms and positions in Å:
C  0.2796  2.0010  -0.7769
C  -0.5579  0.8308  -0.2256
C  0.2901  -0.4166  0.0047
C  -0.5266  -1.6330  0.4465
S  0.3636  -2.8033  1.5287
H  -0.2920  2.5895  -1.4627
H  0.6449  2.6361  0.0300
H  1.1681  1.6635  -1.3175
H  -1.3298  0.5547  -0.9470
H  -1.0508  1.1884  0.6787
H  1.0400  -0.2186  0.7622
H  0.7936  -0.6718  -0.9247
H  -0.9004  -2.1989  -0.4113
H  -1.4432  -1.3769  0.9858
H  1.5207  -2.1448  1.6290

---

#2
The following is a DFT calculation (wB97M-V/def2-TZVPD) of a 2-piece molecular cluster, C4H10S overall.

E_LUMO = 0.95 eV
highest occupied orbital energy = -8.90 eV
charge = 0
SMILES string = C=C.CCS

Atoms and positions in Å:
C  -0.5837  -2.5415  1.7015
C  -1.9336  -2.7814  2.0055
H  -0.4947  -2.2768  0.7020
H  0.1926  -2.5075  2.4848
H  -2.5298  -3.1869  1.1113
H  -2.4995  -2.4540  2.8864
C  1.2128  0.7558  -2.2905
C  0.1489  0.6173  -1.1471
S  0.5094  1.7976  0.1273
H  1.5834  1.7466  -2.6368
H  2.0590  0.0857  -2.0818
H  0.7656  0.3201  -3.1046
H  0.1994  -0.3696  -0.7423
H  -0.8584  0.7372  -1.5890
H  0.3664  2.8423  -0.6832

---

Name the least stable of them. #2.

---

#1
The following is a DFT calculation (wB97M-V/def2-TZVPD) of C6H10N3O2 as an isolated structure.

E_LUMO = -3.52 eV
highest occupied orbital energy = -14.98 eV
charge = +1

Atoms and positions in Å:
C  -2.3674  0.8044  0.2994
C  -1.5640  -1.3746  -0.4028
C  0.9460  -0.1403  0.7266
C  1.1155  0.2685  -0.6923
C  1.2372  -1.5747  1.0416
C  1.5869  1.6247  -1.1178
N  -2.5399  -0.6164  -0.1631
N  -1.0842  1.1086  0.2423
N  -0.2613  0.0588  -0.0909
O  -3.3382  1.3814  0.6676
O  -1.0926  -2.3617  -0.6993
H  1.0651  0.5625  1.5447
H  1.4683  -0.6280  -1.3029
H  0.8824  -2.1351  0.2338
H  0.5999  -1.9414  1.9961
H  2.2434  -1.7586  1.1529
H  1.7258  2.1945  -0.2662
H  0.8771  2.1070  -1.7605
H  2.6574  1.5749  -1.6744
H  -3.4812  -0.9866  -0.5648
H  -0.6765  1.8322  0.8300

---

#2
The following is a DFT calculation (wB97M-V/def2-TZVPD) of a 2-piece molecular cluster, C6H10N3O2 overall.

E_LUMO = -3.70 eV
highest occupied orbital energy = -12.02 eV
charge = +1

Atoms and positions in Å:
C  -2.3470  0.8261  -0.6869
C  -1.0262  -0.8764  0.3327
C  0.6378  2.3010  0.0595
C  -2.4437  -0.2740  0.2148
C  -0.2526  1.2767  -0.1257
C  3.2939  -0.9161  -0.6491
N  -1.3696  1.6247  -0.7869
N  -0.0242  -0.0589  0.2759
N  -0.8838  -2.1964  0.4161
O  1.8703  2.2243  0.6336
O  2.8003  -0.3974  0.3176
H  -3.2541  1.0182  -1.3073
H  0.2967  3.2173  -0.4556
H  -2.8065  -0.1044  1.2782
H  -3.0107  -1.1412  -0.1324
H  4.2803  -0.5853  -1.1541
H  2.9868  -1.8435  -1.2569
H  2.2229  1.4432  0.8842
H  0.8770  -0.1022  0.6591
H  -1.6892  -2.7011  0.5578
H  -0.1584  -2.7346  0.9252

---

Name the least stable of them. #1.

---

#1
The following is a DFT calculation (wB97M-V/def2-TZVPD) of a 2-piece molecular cluster, C2H3NO3 overall.

E_LUMO = 0.18 eV
highest occupied orbital energy = -9.58 eV
charge = 0
SMILES string = C=C=O.O=NO

Atoms and positions in Å:
C  1.2173  -0.3734  1.4980
C  1.4313  -0.1947  0.2238
N  -1.4630  0.6921  -0.6793
O  -2.3780  0.7606  0.0722
O  -1.6122  -0.2342  -1.7206
O  1.4621  -0.0592  -0.9351
H  1.5594  -1.0149  2.1932
H  0.6335  0.4718  1.6843
H  -0.8505  -0.0482  -2.3365

---

#2
The following is a DFT calculation (wB97M-V/def2-TZVPD) of a 2-piece molecular cluster, C2H3NO3 overall.

E_LUMO (alpha / beta) = -0.68 / -0.67 eV
highest occupied orbital energy (alpha / beta) = -8.69 / -8.70 eV
charge = 0

Atoms and positions in Å:
C  0.0927  0.8628  -0.4659
C  1.1873  0.0571  -0.0048
N  -1.6454  -0.5395  0.1810
O  -0.2167  1.9517  -0.7919
O  -1.3484  -1.7089  0.0750
O  -2.7240  -0.0438  0.4706
H  1.1746  -1.0806  -0.2010
H  1.3094  0.2066  1.0931
H  2.1706  0.2946  -0.3560

---

#3
The following is a DFT calculation (wB97M-V/def2-TZVPD) of one molecule with the formula C2H3NO3.

E_LUMO = 0.55 eV
highest occupied orbital energy = -9.85 eV
charge = 0
SMILES string = O=C1OCN1O

Atoms and positions in Å:
C  -0.5328  -0.0381  1.0332
C  -0.5760  -0.2026  -1.0137
N  0.3220  0.4161  0.0877
O  -0.4730  0.0817  2.1931
O  -1.4393  -0.5761  0.1827
O  1.6076  0.7628  -0.0149
H  -0.8562  0.5764  -1.6402
H  -0.2130  -1.1566  -1.2970
H  2.1606  0.1364  0.4690

---

Name the least stable of them. #2.